Computed, not measured: a molecular structure, C21H27N3OS2, with ωB97M-V/def2-TZVPD.

```
54
Properties=species:S:1:pos:R:3:nbo_charge:R:1
C 2.117 -1.215 2.387 -0.6394
H 2.520 -0.243 1.836 0.2110
H 3.008 -1.668 2.838 0.2245
H 2.007 -1.918 1.586 0.2367
C 1.155 -0.895 3.320 -0.0827
N -0.153 -0.464 2.574 -0.6948
C -0.679 0.849 2.668 0.6572
O -0.020 1.553 3.242 -0.5798
C -1.520 0.969 1.446 -0.3602
N -0.907 1.351 0.159 -0.6165
C -0.569 0.134 -0.690 0.2164
N 0.437 0.517 -1.613 -0.5170
C 1.152 2.112 -1.751 -0.0033
H 1.566 1.817 -2.728 0.2316
C 2.037 2.341 -0.611 -0.4452
C 1.763 3.910 -0.507 -0.4050
H 2.154 4.471 0.403 0.2258
C 0.366 4.274 -0.905 -0.4296
H 0.366 5.174 -1.520 0.2380
H -0.331 4.143 -0.060 0.2068
C 0.127 3.130 -1.982 -0.4601
H -1.176 2.762 -1.839 0.2529
H 0.095 3.467 -3.053 0.2423
H 2.372 4.238 -1.303 0.1946
H 3.106 1.770 -0.850 0.2444
H 1.536 1.979 0.253 0.2279
C 0.684 -0.106 -2.657 -0.1729
C 0.121 0.107 -4.139 -0.2861
C 0.732 0.449 -5.086 -0.2289
C -0.035 1.006 -6.239 -0.2653
C -1.241 1.040 -5.917 -0.3590
S -1.397 0.681 -4.194 0.3994
H -2.110 1.506 -6.473 0.2376
H 0.451 1.249 -7.153 0.2239
H 1.888 0.247 -5.240 0.1991
H 0.047 -1.362 -2.580 0.2206
H 1.876 -0.485 -2.841 0.1796
S -1.314 -1.199 -0.453 -0.0386
H -0.509 2.155 0.125 0.3682
H -2.293 1.784 1.765 0.2065
H -2.421 0.325 1.278 0.2677
H -0.729 -1.213 1.885 0.4123
C 0.545 -2.306 4.097 0.0266
C 0.743 -2.337 5.465 -0.1951
C 0.438 -3.736 6.055 -0.1540
C -0.128 -4.550 5.156 -0.2559
C -0.343 -4.402 3.882 -0.1656
C 0.023 -3.174 3.214 -0.2809
H -0.040 -3.375 2.118 0.2514
H -0.801 -5.465 3.430 0.2198
H -0.393 -5.632 5.718 0.1940
H 0.557 -3.752 7.016 0.1993
H 1.210 -1.614 5.719 0.1736
H 1.099 -0.127 4.025 0.2465
```

Properties
HOMO, eV: -8.45
Gap between HOMO and LUMO, eV: 8.95
Total charge: 0
E_LUMO, hartree: 0.0184

Computed, not measured: a molecular structure, C8H12N2O, with ωB97M-V/def2-TZVPD.

```
23
Properties=species:S:1:pos:R:3:nbo_charge:R:1
C -1.359 -0.101 -0.603 0.2409
C 1.947 -0.556 0.674 0.8312
C -1.055 0.072 0.703 -0.1519
C -0.319 1.277 0.230 0.3546
C -1.950 -1.174 -1.422 -0.6653
C -1.184 -0.717 1.966 -0.6360
C 0.300 2.408 0.962 -0.6892
C 2.097 -0.617 -1.799 -0.4264
N -0.491 1.084 -1.027 -0.5139
N 2.298 -0.852 -0.409 -0.5101
O 1.970 -0.385 1.813 -0.5524
H -2.638 -0.622 -2.039 0.2301
H -2.429 -1.873 -0.853 0.2253
H -1.118 -1.547 -1.965 0.2289
H -1.705 -1.515 1.684 0.2116
H -1.683 -0.070 2.778 0.2109
H -0.240 -0.989 2.364 0.2357
H 0.983 1.938 1.718 0.2471
H -0.521 3.044 1.281 0.2442
H 0.843 2.960 0.299 0.2293
H 1.184 -0.040 -2.007 0.2413
H 3.020 -0.109 -2.105 0.2107
H 2.049 -1.613 -2.242 0.2031
```

Properties
Energy above the lowest of the compared OMol25 structures with the same formula, charge and spin, kJ/mol: 407.51
HOMO, eV: -7.78
Gap between HOMO and LUMO, eV: 8.21
Total charge: 0
E_LUMO, hartree: 0.0161

Computed, not measured: 2 unconnected molecules or ions with the total composition C6H2N2O4S2, with ωB97M-V/def2-TZVPD.

```
16
Properties=species:S:1:pos:R:3:nbo_charge:R:1
C 3.081 -0.468 2.899 0.3911
C -0.246 0.537 0.999 -0.5021
C -1.485 0.277 0.547 -0.0658
C -2.262 1.561 -0.170 0.7999
C 2.023 -0.648 -4.212 1.0261
C -2.281 -0.781 0.477 -0.4816
N 4.122 -0.630 3.418 -0.5942
N 2.218 -0.405 1.978 -0.7786
O -3.081 2.135 0.595 -0.7831
O 3.124 -0.730 -3.919 -0.5211
O -1.846 1.771 -1.272 -0.7244
O 0.966 -0.461 -4.635 -0.5061
S -1.951 -2.339 -0.109 -0.3019
S 0.462 -0.503 2.253 0.6017
H 0.507 1.365 0.770 0.2367
H -3.352 -0.681 0.382 0.2036
```

Properties
Expectation value of S²: 2.010
HOMO (alpha / beta), eV: 0.56 / -1.23
Gap between HOMO and LUMO (alpha / beta), eV: 3.84 / 5.46
2S+1: 3
Total charge: -2
E_LUMO (alpha / beta), hartree: 0.1619 / 0.1555

Computed, not measured: a molecular structure, C32H66F6HgO7P3Sb, with ωB97M-V/def2-TZVPD.

```
116
Properties=species:S:1:pos:R:3:lowdin_charge:R:1
Hg -0.345 -0.464 -0.589 0.5533
C 4.264 -4.649 -4.684 -0.2569
C 4.774 -4.512 -3.256 -0.2537
C 5.124 -5.749 -2.753 -0.2511
C 4.816 -6.722 -3.832 -0.2990
C 4.310 -6.095 -4.930 -0.2818
C 3.704 -6.764 -6.165 -0.0612
C 5.043 -8.174 -3.909 -0.1208
C 5.497 -6.297 -1.414 -0.0968
C 4.658 -3.233 -2.489 -0.1110
C 3.797 -3.678 -5.565 -0.1650
H 2.607 -6.683 -5.840 0.0926
H 4.156 -7.825 -6.010 0.0646
H 3.676 -6.254 -7.057 0.0110
H 5.435 -8.721 -3.061 0.0466
H 5.365 -8.562 -4.912 0.0575
H 3.969 -8.582 -3.915 0.0868
H 4.857 -5.775 -0.628 0.0760
H 6.518 -6.130 -0.983 0.0599
H 5.187 -7.313 -1.414 0.0331
H 5.443 -3.214 -1.720 0.0521
H 3.660 -3.119 -1.937 0.0808
H 4.776 -2.346 -3.158 0.0562
H 4.369 -3.351 -6.427 0.0550
H 3.546 -2.759 -4.999 0.0650
H 2.785 -3.906 -5.915 0.0624
C -5.942 3.712 0.789 -0.0495
C -5.150 2.445 0.609 -0.3954
C -6.044 1.236 0.514 -0.0352
O -4.403 2.616 -0.691 -0.2312
P -3.088 1.901 -1.205 0.4247
O -1.856 1.897 -0.286 -0.5052
C -2.782 3.112 -2.589 -0.2359
P -1.512 4.383 -2.246 0.4381
O -0.216 3.745 -2.403 -0.2649
O -1.963 5.020 -0.860 -0.2377
C -1.297 4.947 0.586 -0.2985
C 0.182 5.391 0.346 -0.0663
C -1.857 5.986 1.525 -0.0786
O -1.650 5.613 -3.317 -0.2154
C -2.602 5.563 -4.478 -0.4336
C -1.676 5.264 -5.628 -0.0520
C -3.365 6.835 -4.383 -0.0442
O -3.546 0.494 -1.660 -0.3112
C -2.899 -0.943 -2.377 -0.3056
C -4.284 -1.358 -2.939 -0.0479
C -1.964 -0.486 -3.372 0.0059
H -6.867 3.479 1.265 0.0650
H -6.205 4.206 -0.188 0.1093
H -5.319 4.401 1.360 0.0708
H -4.326 2.387 1.356 0.1392
H -6.896 1.650 -0.049 0.0901
H -6.478 0.996 1.446 0.0653
H -5.562 0.393 -0.013 0.0874
H -3.799 3.465 -2.780 0.0572
H -2.522 2.677 -3.567 0.0627
H -1.430 3.885 0.841 0.1134
H 0.207 6.051 -0.550 0.0862
H 0.908 4.590 0.127 0.0856
H 0.597 6.027 1.143 0.0672
H -1.181 6.055 2.391 0.0828
H -2.902 5.758 1.895 0.0796
H -1.965 6.951 0.973 0.0981
H -3.253 4.693 -4.353 0.1051
H -1.007 6.030 -6.009 0.0787
H -2.360 5.059 -6.477 0.0871
H -0.992 4.426 -5.458 0.0822
H -3.960 6.783 -3.476 0.0850
H -4.030 6.892 -5.256 0.0909
H -2.756 7.700 -4.288 0.0747
H -2.616 -1.457 -1.463 0.0456
H -4.824 -0.494 -3.278 0.0720
H -4.866 -1.815 -2.151 0.0773
H -4.106 -2.039 -3.780 0.0882
H -1.066 1.719 -7.214 0.0131
H -1.155 -1.172 -3.620 0.0608
H -1.716 0.547 -3.661 0.0584
O -6.323 -1.669 4.678 -0.5117
F -1.408 -9.115 2.819 -0.3589
Sb -1.774 -7.547 3.663 1.4099
F -2.047 -8.219 5.450 -0.4057
F 0.109 -7.460 3.993 -0.3967
F -1.576 -6.722 1.877 -0.4205
F -2.057 -5.648 4.207 -0.4316
F -3.643 -7.854 3.482 -0.3951
C -2.937 -0.219 5.218 -0.1052
C -4.359 0.313 4.634 -0.5687
C -4.495 1.799 4.993 -0.2074
P -5.908 -0.463 5.511 0.9210
C 5.854 7.623 6.625 -0.2389
C 6.582 8.680 7.274 -0.1518
C 4.441 7.393 6.430 -0.1351
C 4.499 -6.771 4.485 -0.2344
C 5.770 -7.360 5.070 -0.1576
C 4.652 -5.798 3.513 -0.0378
H -2.293 0.578 5.632 0.0634
H -2.488 -0.827 4.402 0.0806
H -3.162 -0.858 6.117 0.0599
H -4.292 0.055 3.521 0.1110
H -5.545 2.101 4.883 0.0417
H -3.958 2.388 4.290 0.0535
H -4.158 1.998 5.997 0.0634
H 6.570 6.939 6.240 0.0764
H 7.432 8.275 7.763 0.0565
H 5.893 9.273 7.947 0.0884
H 6.880 9.480 6.554 0.0854
H 3.847 7.951 5.592 0.1128
H 4.038 7.889 7.298 0.0578
H 4.130 6.398 6.495 0.0486
H 3.455 -6.982 4.771 0.0906
H 5.480 -8.371 5.487 0.0693
H 6.141 -6.679 5.832 0.0508
H 6.622 -7.537 4.296 0.0972
H 5.635 -5.599 2.991 0.0565
H -1.120 1.382 -6.554 0.0044
H 3.884 -5.153 2.986 0.0630
```

Properties
Energy above the lowest of the compared OMol25 structures with the same formula, charge and spin, kJ/mol: 0.00
HOMO, eV: -0.13
Gap between HOMO and LUMO, eV: 2.00
Total charge: -2
E_LUMO, hartree: 0.0690

Computed, not measured: a single C5H9NS molecule, with ωB97M-V/def2-TZVPD.

```
16
Properties=species:S:1:pos:R:3:nbo_charge:R:1
C 0.085 0.259 1.608 -0.6026
C 0.063 0.151 0.086 -0.1265
C 0.613 1.391 -0.593 -0.6027
C -1.276 -0.391 -0.510 -0.1994
C 0.680 -1.156 -0.434 0.1354
H -0.516 1.117 1.959 0.2129
H -0.307 -0.646 2.098 0.2157
H 1.121 0.356 1.937 0.2302
H 0.571 1.318 -1.683 0.2167
H 1.680 1.557 -0.272 0.2304
H 0.068 2.287 -0.285 0.2126
H -2.036 -0.631 0.209 0.1935
H -1.690 0.167 -1.352 0.1935
H -0.722 -2.404 -1.421 0.4068
N -0.510 -1.565 -0.928 -0.5764
S 2.176 -1.810 -0.418 -0.1400
```

Properties
Energy above the lowest of the compared OMol25 structures with the same formula, charge and spin, kJ/mol: 28.59
HOMO, eV: -8.29
Gap between HOMO and LUMO, eV: 9.04
Total charge: 0
Structure (SMILES): CC1(C)CNC1=S
E_LUMO, hartree: 0.0276

Computed, not measured: 2 unconnected molecules or ions with the total composition C4H9NO, with ωB97M-V/def2-TZVPD.

```
15
Properties=species:S:1:pos:R:3:nbo_charge:R:1
C -0.741 0.585 1.428 -0.6578
C -1.407 -0.586 0.777 -0.1605
C -2.627 -1.006 1.076 -0.4111
H -0.099 0.297 2.267 0.2225
H -1.459 1.267 1.887 0.2070
H -0.116 1.178 0.762 0.2242
H -0.778 -1.083 0.043 0.1868
H -3.070 -1.833 0.562 0.1975
H -3.236 -0.408 1.745 0.1897
C 2.297 0.069 -1.132 0.5291
N 1.838 0.448 -2.380 -0.8262
O 2.627 0.837 -0.264 -0.5750
H 2.481 -1.014 -1.039 0.1062
H 2.141 1.395 -2.592 0.3868
H 2.149 -0.145 -3.140 0.3808
```

Properties
Energy above the lowest of the compared OMol25 structures with the same formula, charge and spin, kJ/mol: 146.65
HOMO, eV: -9.50
Gap between HOMO and LUMO, eV: 10.39
Total charge: 0
Structure (SMILES): C=CC.NC=O
E_LUMO, hartree: 0.0327

Computed, not measured: a molecular structure, C46H45GeN6PPtS, with ωB97M-V/def2-TZVPD.

```
101
Properties=species:S:1:pos:R:3:lowdin_charge:R:1
Pt -0.481 -0.559 0.071 0.7567
C 0.728 4.505 -2.153 -0.0111
C 0.653 4.319 -0.686 -0.3541
N 0.729 5.249 0.214 0.0877
N 0.598 4.608 1.407 0.0029
C 0.402 3.268 1.261 -0.8309
S 0.170 2.157 2.434 0.6222
N 0.456 3.091 -0.112 -0.0946
N 0.362 1.864 -0.726 0.0467
H 1.023 5.525 -2.369 0.0776
H -0.243 4.319 -2.612 0.0834
H 1.451 3.818 -2.592 0.0825
H 0.654 5.108 2.278 0.1393
H -0.078 1.892 -1.640 0.0714
H 1.257 1.378 -0.783 0.0708
N -0.341 -0.572 -2.052 -0.3960
P -1.201 -1.425 -2.992 0.6973
C -2.220 -2.832 -2.388 -0.2928
C -2.315 -3.039 -1.024 -0.0879
C -3.079 -4.080 -0.530 -0.0723
C -3.744 -4.921 -1.407 -0.0914
C -3.631 -4.729 -2.777 -0.0948
C -2.868 -3.688 -3.270 -0.0987
C -2.435 -0.430 -3.924 -0.2735
C -3.814 -0.520 -3.763 -0.0715
C -4.647 0.389 -4.392 -0.0894
C -4.118 1.406 -5.169 -0.1014
C -2.742 1.536 -5.288 -0.0965
C -1.911 0.633 -4.655 -0.1174
C -0.217 -2.305 -4.271 -0.2712
C -0.260 -2.132 -5.649 -0.0862
C 0.646 -2.799 -6.457 -0.0998
C 1.590 -3.648 -5.902 -0.0994
C 1.633 -3.829 -4.527 -0.0781
C 0.738 -3.156 -3.720 -0.0893
H -1.772 -2.357 -0.356 0.0166
H -3.157 -4.236 0.535 0.0920
H -4.353 -5.731 -1.027 0.0959
H -4.140 -5.396 -3.461 0.0956
H -2.772 -3.526 -4.336 0.1082
H -4.236 -1.310 -3.158 0.1034
H -5.720 0.306 -4.277 0.0997
H -4.773 2.102 -5.676 0.0949
H -2.324 2.345 -5.872 0.0961
H -0.833 0.727 -4.715 0.1021
H -1.009 -1.486 -6.090 0.0942
H 0.618 -2.649 -7.528 0.0952
H 2.291 -4.167 -6.541 0.0949
H 2.371 -4.485 -4.086 0.0994
H 0.759 -3.272 -2.643 0.0869
C 3.028 -1.285 -1.420 -0.2536
Ge 1.858 -1.461 0.234 0.8523
C 1.404 -3.420 0.330 -0.3319
C 0.436 -3.746 1.274 -0.1512
C -0.001 -5.045 1.446 -0.1023
C 0.525 -6.059 0.664 -0.1071
C 1.468 -5.751 -0.301 -0.0996
C 1.891 -4.445 -0.471 -0.1532
C 3.306 -1.173 1.655 -0.2200
C 3.155 -0.079 2.472 -0.1326
C 4.134 0.306 3.400 -0.0836
C 5.296 -0.403 3.509 -0.0538
C 5.503 -1.541 2.704 -0.1780
C 6.692 -2.293 2.801 -0.0549
C 6.885 -3.409 2.039 -0.1036
C 5.884 -3.823 1.150 -0.0845
C 4.726 -3.107 1.029 -0.0355
C 4.494 -1.940 1.783 -0.1702
H 3.697 -2.132 -1.530 -0.0093
H 3.646 -0.389 -1.373 0.0025
H 2.406 -1.224 -2.310 -0.0244
H 0.024 -2.944 1.879 0.0724
H -0.749 -5.275 2.194 0.0965
H 0.206 -7.083 0.807 0.0923
H 1.880 -6.539 -0.919 0.0941
H 2.617 -4.228 -1.245 0.0853
H 2.246 0.505 2.408 0.0065
H 3.964 1.176 4.021 0.0992
H 6.064 -0.108 4.213 0.1028
H 7.453 -1.965 3.497 0.1029
H 7.797 -3.984 2.125 0.0930
H 6.034 -4.716 0.559 0.0974
H 3.955 -3.445 0.362 0.0603
C -3.007 1.609 -0.183 -0.0746
C -3.769 0.819 0.830 -0.2209
C -5.095 1.078 1.089 -0.0845
C -5.818 0.346 2.021 -0.1154
C -5.183 -0.680 2.709 -0.0860
C -3.857 -0.969 2.496 -0.2304
C -3.172 -2.085 3.221 -0.0602
C -3.080 -0.214 1.554 -0.3732
N -1.802 -0.443 1.431 -0.1212
H -3.670 2.247 -0.766 0.0720
H -2.470 0.928 -0.858 0.0352
H -2.261 2.230 0.316 0.0538
H -5.583 1.877 0.544 0.0983
H -6.862 0.567 2.200 0.0838
H -5.735 -1.269 3.435 0.0977
H -3.839 -2.539 3.954 0.0692
H -2.280 -1.704 3.717 0.0763
H -2.841 -2.843 2.509 0.0567
```

Properties
Energy above the lowest of the compared OMol25 structures with the same formula, charge and spin, kJ/mol: 242.07
Expectation value of S²: 1.016
HOMO (alpha / beta), eV: -3.72 / -3.35
Gap between HOMO and LUMO (alpha / beta), eV: 6.07 / 5.69
2S+1: 2
Total charge: -1
E_LUMO (alpha / beta), hartree: 0.0863 / 0.0863

Computed, not measured: a molecular structure, C37H32GeMoN6OS3, with ωB97M-V/def2-TZVPD.

```
81
Properties=species:S:1:pos:R:3:lowdin_charge:R:1
Mo 1.278 -1.003 1.112 1.1502
O 1.283 -2.913 0.037 -0.3220
N 0.244 -3.697 0.292 -0.2058
C -0.383 -4.272 -0.747 -0.0425
C -1.452 -5.107 -0.552 -0.0809
C -1.876 -5.341 0.760 -0.0918
C -1.220 -4.745 1.804 -0.0825
C -0.118 -3.887 1.591 -0.6488
S 0.782 -3.073 2.777 0.6754
H 0.029 -4.010 -1.710 0.1358
H -1.943 -5.550 -1.407 0.0979
H -2.729 -5.982 0.951 0.1008
H -1.533 -4.888 2.828 0.1040
C 4.807 0.059 4.387 -0.0419
N 4.901 0.455 2.995 -0.1283
C 5.345 1.685 2.554 -0.0622
C 5.072 1.762 1.241 -0.0420
N 4.462 0.566 0.877 -0.0125
C 4.341 -0.236 1.964 -0.7326
S 3.661 -1.794 2.023 0.6102
C 3.788 0.375 -0.355 -0.2799
C 4.276 0.925 -1.531 -0.0646
C 3.497 0.912 -2.671 -0.1034
C 2.160 0.413 -2.582 -0.0658
C 1.730 -0.109 -1.396 -0.3917
N 2.567 -0.255 -0.315 -0.1114
H 5.791 0.064 4.853 0.0862
H 4.398 -0.947 4.419 0.0475
H 4.140 0.739 4.916 0.0901
H 5.800 2.401 3.215 0.1169
H 5.215 2.561 0.538 0.1171
H 5.274 1.350 -1.541 0.1005
H 3.878 1.320 -3.598 0.0807
H 1.473 0.485 -3.414 0.0866
H 0.049 -1.449 -1.374 0.0317
C 0.379 -0.525 -0.890 -0.3300
Ge -1.044 0.727 -1.225 0.9814
C -1.423 0.903 -3.165 -0.2380
C -2.375 0.120 -3.820 -0.0989
C -2.627 0.268 -5.181 -0.1041
C -1.928 1.212 -5.919 -0.1152
C -0.984 2.011 -5.285 -0.0986
C -0.740 1.860 -3.925 -0.1212
C -0.753 2.601 -0.776 -0.2608
C 0.527 3.112 -0.562 -0.1297
C 0.729 4.478 -0.397 -0.0897
C -0.345 5.356 -0.439 -0.1085
C -1.624 4.865 -0.668 -0.1003
C -1.820 3.501 -0.849 -0.1157
C -2.715 -0.010 -0.539 -0.2725
C -3.641 0.712 0.212 -0.1011
C -4.822 0.126 0.652 -0.0935
C -5.095 -1.204 0.358 -0.1083
C -4.175 -1.948 -0.369 -0.1020
C -2.997 -1.352 -0.809 -0.1404
H -2.945 -0.612 -3.261 0.0795
H -3.375 -0.351 -5.663 0.0925
H -2.123 1.332 -6.978 0.0905
H -0.440 2.760 -5.849 0.0944
H -0.011 2.505 -3.444 0.0969
H 1.375 2.442 -0.521 0.0692
H 1.731 4.853 -0.226 0.0967
H -0.187 6.419 -0.302 0.0911
H -2.467 5.545 -0.716 0.0926
H -2.819 3.138 -1.068 0.0919
H -3.429 1.738 0.487 0.0890
H -5.521 0.703 1.246 0.0961
H -6.010 -1.664 0.711 0.0924
H -4.363 -2.994 -0.581 0.0948
H -2.281 -1.955 -1.359 0.0901
S 1.382 1.245 2.199 0.5961
C 0.289 -0.021 2.751 -1.0150
N 0.187 -0.260 4.141 -0.0242
C -0.921 -0.931 4.654 -0.1784
C -1.917 -1.329 3.799 -0.1528
C -1.775 -1.125 2.433 -0.1941
N -0.716 -0.392 1.916 -0.1219
H 1.055 -0.273 4.648 0.1047
H -0.943 -1.070 5.724 0.0909
H -2.801 -1.819 4.187 0.0890
H -2.491 -1.510 1.725 0.0737
```

Properties
Energy above the lowest of the compared OMol25 structures with the same formula, charge and spin, kJ/mol: 0.00
Expectation value of S²: 3.820
HOMO (alpha / beta), eV: -1.91 / -3.39
Gap between HOMO and LUMO (alpha / beta), eV: 4.53 / 6.00
2S+1: 4
Total charge: -1
E_LUMO (alpha / beta), hartree: 0.0963 / 0.0960

Number 2 is which compound? C8H12N2O